Entry from the Open Molecules 2025 dataset: a structure of composition C2F10N3O17PbS6 (ωB97M-V with the def2-TZVPD basis set).

Each line ends with the Mulliken spin population.
Atoms and positions in Å:
O 2.509829 1.847976 -0.715856  0.401
N -0.191101 -2.222194 0.229184  0.000
F 1.865589 -1.549374 -5.529426  0.000
F -1.602011 -1.531874 1.944884  0.000
O 4.336849 1.721016 -1.722746  0.184
O -0.850271 -3.670234 2.220254  0.000
C 0.679009 -1.147514 -5.212656  0.000
O -0.433071 -4.170094 -1.487116  0.000
N 3.421589 1.208286 -1.149086  -0.009
O -0.592991 0.965916 -3.905926  0.001
F 1.630799 -2.998934 -1.247896  0.000
F -0.330901 -0.866064 4.222114  0.000
O -2.553381 -3.169214 0.428984  0.000
Pb 0.631749 0.087486 -0.032586  -0.006
O 1.231069 2.710776 4.016954  0.001
O 1.823979 1.090466 -3.947046  -0.001
F -1.478551 0.868966 3.535324  0.000
S -2.785821 1.486296 0.158294  0.000
F 0.148599 -0.524414 -6.298096  0.000
O -3.514901 2.164446 -0.909996  0.000
N -1.271791 1.643766 0.223494  0.001
O -1.866041 3.304946 2.365524  0.000
F -0.752261 0.777696 5.647834  0.000
F -0.097261 -2.161684 -4.893596  0.000
O 1.338409 0.903436 2.404854  -0.001
O 2.424059 0.664096 4.480754  0.001
S 1.254109 1.255606 3.804034  -0.001
F -2.583061 0.058526 -0.463496  0.000
O -1.995371 4.204436 0.072554  0.000
S 0.422379 -3.646514 -0.396436  -0.001
F 0.139749 3.535286 1.216634  0.000
O -3.577791 1.123116 1.291244  0.000
O 3.336669 0.011976 -0.901366  0.436
C -0.474121 0.494346 4.329554  0.000
O 1.140429 -4.564964 0.456324  0.000
S 0.631999 0.231276 -3.814656  0.000
O 0.691489 -0.479194 -2.497446  -0.005
S -1.228361 -2.880534 1.090134  0.000
S -1.479311 3.222646 0.986484  -0.001

Cartesian forces, eV/Å:
-2.2 2.1 0.9
3.8 -1.9 -2.5
1.3 -0.6 0.0
0.3 0.0 -1.2
0.5 -0.2 -0.4
0.7 -0.9 -1.1
-1.7 2.5 0.8
1.6 1.1 3.1
1.9 -0.2 -0.9
-0.6 -0.6 -1.1
-0.6 0.4 0.8
-0.3 1.4 0.3
4.3 0.3 1.4
-0.8 0.0 0.4
-1.3 -1.7 0.1
-0.6 -1.5 -0.7
0.9 -0.1 0.9
-7.2 -4.9 -4.4
0.2 -0.4 0.2
1.4 0.0 1.6
1.6 5.2 2.8
-0.6 -0.9 -1.3
0.1 -0.2 -1.6
0.0 -0.3 0.1
-1.2 -0.9 -2.5
-2.2 -0.4 0.3
2.9 2.4 1.7
0.1 -1.7 -1.0
0.8 -1.0 0.5
1.9 -2.0 -5.5
-1.6 -0.6 -1.4
0.8 1.2 0.9
0.6 -1.2 -0.1
1.2 -0.8 0.4
-1.3 1.4 -0.4
1.5 1.7 2.3
0.2 -0.6 -0.7
-10.9 1.0 5.5
4.5 2.9 1.9

As for the total energy: -5100.0299 a.u. Its charge is -2. The frontier orbital gap (spin up / spin down) comes out at 0.2951 / 0.1299 Eh. For the molecular weight, the calculation gives 927.61 Da. The calculation puts the HOMO energy (spin up / spin down) at -4.81 / -4.80 eV. The spin multiplicity is 2.

***

Entry from the Open Molecules 2025 dataset: a cluster of 8 separate species, C20H28Cl14F2N2 in total (ωB97M-V with the def2-TZVPD basis set).

Each line ends with the natural charge from an NBO analysis.
Atoms and positions in Å:
C -3.320239 1.801262 0.290342  -0.179
C -3.423026 1.599295 -1.052031  -0.209
H -0.063015 -2.432945 -2.602207  0.214
C -2.218927 -7.211690 -1.887454  -0.393
Cl 0.975764 -5.075004 -1.770898  -0.034
C -1.009111 1.430083 4.504106  -0.497
N -2.196084 1.666996 2.402173  -0.368
Cl -3.067000 -5.728465 -2.330983  -0.013
Cl 2.058178 5.041843 5.140474  -0.027
H -4.351601 1.870577 -1.559267  0.221
Cl 5.124376 2.314828 0.424836  -0.036
H -0.278880 3.643684 -6.653535  0.221
H -2.944535 0.822964 7.767447  0.219
H -0.261940 -2.212634 -4.335155  0.212
H -0.142484 -5.289046 0.287307  0.232
Cl 3.632551 -1.688015 -5.061891  -0.028
H -2.564301 1.731494 9.247589  0.225
Cl 0.276516 2.453183 -4.701719  -0.014
H 3.570825 2.668413 -1.310640  0.226
Cl 0.310574 -2.980516 0.159202  -0.023
H -1.654525 -1.942383 -3.226473  0.204
F -2.168017 -0.679677 4.311273  -0.371
H -2.444762 0.830213 -2.812471  0.218
H 1.588371 -4.929354 0.497616  0.219
H -1.863479 2.043829 4.825209  0.238
C 5.309322 -1.692063 -4.501000  -0.393
H 5.513932 -2.640600 -4.016433  0.221
Cl 1.222709 3.034688 3.184076  -0.022
C 0.692822 -4.692634 -0.067508  -0.396
H 0.266485 -0.877207 -1.222431  0.189
C -1.072287 1.294330 2.963118  0.224
H 3.413296 1.052668 -0.592475  0.244
C 0.051876 0.059487 -1.768625  0.193
H 0.819834 -0.254145 -3.791011  0.232
H 0.987240 0.487236 2.823499  0.206
Cl 6.442374 -1.479944 -5.842017  -0.029
C 0.090246 0.760836 2.260678  0.003
H -0.085285 1.889800 4.850875  0.239
C -0.139043 -0.314044 -3.248515  -0.451
C -2.309398 1.004399 -1.743195  -0.187
C -2.724663 1.803774 8.177377  -0.397
H 5.442138 -0.877179 -3.798085  0.227
F 1.191580 0.865041 -1.561483  -0.384
Cl -1.054799 1.467210 -7.107160  -0.028
H -0.832434 0.331305 -3.792410  0.213
C -0.568541 -1.811364 -3.354349  -0.613
C 1.933786 4.638550 3.422571  -0.391
H -0.267357 -0.547968 4.976547  0.159
Cl 5.081785 1.128528 -2.249774  -0.045
Cl -1.250105 2.422904 7.420401  -0.023
H 2.927089 4.650549 2.986300  0.226
C 0.089083 2.644474 -6.447125  -0.395
C -1.161935 0.680568 -1.083553  -0.071
H -4.167242 2.247797 0.821653  0.222
H -2.926988 -8.033241 -1.879927  0.224
C -2.157612 1.451342 1.047645  0.095
H 1.054011 2.498212 -6.920549  0.224
C -1.080486 0.905453 0.340282  0.158
Cl -1.482430 -7.081666 -0.284341  -0.033
N 0.086614 0.560173 0.969991  -0.377
Cl -4.101798 2.866963 7.876618  -0.014
H -1.436212 -7.399892 -2.614774  0.227
H -1.557942 0.026317 6.127861  0.165
H 1.303734 5.374311 2.934507  0.225
C -1.220762 -0.001315 5.085140  0.063
C 4.112135 1.807411 -0.935251  -0.387

Cartesian forces, eV/Å:
-0.6 0.3 0.4
0.8 -0.5 0.1
-0.1 0.3 -0.2
0.0 0.0 -0.2
0.0 -0.1 0.0
-1.3 -1.1 -0.7
1.7 -0.8 -0.9
0.0 0.0 0.0
0.0 0.1 0.0
0.4 -0.1 0.0
0.0 0.0 0.0
-0.1 -0.1 0.0
0.0 0.1 -0.1
-0.4 0.2 0.3
0.2 0.3 -0.2
0.0 0.0 0.1
0.0 0.1 0.0
0.2 0.4 -0.1
0.1 0.0 0.0
0.0 -0.1 0.2
0.3 0.0 -0.1
0.1 0.1 0.5
0.3 0.0 0.3
0.0 0.1 -0.1
0.4 0.0 -0.3
0.0 0.0 0.1
0.0 0.0 -0.1
0.7 1.1 -0.3
0.0 0.0 0.2
0.1 0.6 -0.3
0.5 0.3 1.7
0.1 0.0 0.0
-0.4 -0.7 0.2
-0.2 0.3 0.5
-0.3 0.0 -0.1
0.1 0.0 0.0
-1.3 -0.3 -0.2
-0.2 -0.3 0.1
0.4 -1.1 0.1
-1.0 0.4 -0.2
0.0 0.0 0.1
-0.1 0.0 -0.1
-0.3 0.2 -0.5
0.0 0.0 -0.1
0.2 -0.2 0.3
0.0 0.3 -0.2
0.1 0.1 0.0
-0.4 -0.1 0.3
0.0 0.1 0.0
0.0 0.1 0.5
0.0 -0.1 0.1
0.1 0.1 0.0
0.4 0.2 0.1
0.4 -0.2 0.0
0.0 0.1 0.1
-1.4 0.4 -0.9
0.0 -0.1 0.1
0.6 -0.2 -0.4
-0.3 -0.5 0.0
-0.3 0.0 0.8
0.0 -0.1 0.0
0.0 0.1 0.1
0.1 -0.2 -0.3
-0.1 -0.1 0.1
0.9 0.6 -0.6
-0.2 -0.1 0.1

As for the total energy: -7530.7759 a.u. Its charge is 0. The frontier orbital gap comes out at 0.3279 Eh. For the molecular weight, the calculation gives 830.80 Da. The calculation puts the HOMO energy at -9.02 eV.